1.
DFT (the ωB97M-V functional and the def2-TZVPD basis) results for a molecular structure, C15H31NO7Pd.

Geometry (Å):
Pd1 -0.0314 0.6720 0.0372
C1 -1.5170 3.3177 -0.2882
C2 -0.0840 3.8574 -0.3906
O1 0.8406 2.7401 -0.2838
C3 2.1020 2.8673 -0.9322
C4 3.1760 2.3222 0.0645
O2 2.7547 1.0762 0.5308
C5 2.7188 0.8073 1.9468
C6 1.6514 1.6410 2.6489
O3 0.3392 1.3139 2.1733
C7 -0.6225 2.3112 2.6287
C8 -1.8961 2.0901 1.8592
O4 -1.6192 2.0625 0.4342
H1 -1.9187 3.1072 -1.2768
H2 -2.1555 4.0548 0.1988
H3 0.1529 4.5655 0.4039
H4 0.0416 4.3496 -1.3550
H5 2.3563 3.9158 -1.1006
H6 2.1197 2.3127 -1.8695
H7 3.4146 3.0083 0.8759
H8 4.0712 2.1117 -0.5550
H9 3.6942 1.0865 2.3650
H10 2.5320 -0.2602 2.0285
H11 1.8428 2.7075 2.5079
H12 1.7259 1.4099 3.7152
H13 -0.2070 3.3047 2.4444
H14 -0.7901 2.1874 3.7003
H15 -2.6312 2.8634 2.0833
H16 -2.3249 1.1144 2.0837
C9 -6.7759 -1.5762 -1.7020
C10 -5.5829 -0.7210 -1.9024
O5 -4.4027 -1.0137 -1.3040
H17 -7.6540 -1.0875 -2.1240
H18 -6.9464 -1.7623 -0.6354
H19 -6.6703 -2.5484 -2.2005
H20 -5.7093 0.3985 -1.8566
H21 -5.3189 -0.5959 -3.0278
H22 -4.4595 -1.8921 -0.8730
O6 0.9662 -0.6042 -1.3505
C11 0.7893 -1.6648 -0.6712
O7 0.1729 -1.6074 0.4224
C12 1.3177 -2.9685 -1.2369
N1 1.0539 -4.1031 -0.2762
C13 2.3823 -4.5109 0.3448
C14 3.3998 -4.1975 -0.7386
C15 2.8437 -2.9797 -1.4977
H23 0.7606 -3.1545 -2.1560
H24 0.6557 -4.9017 -0.7734
H25 0.3799 -3.8163 0.4394
H26 2.3219 -5.5602 0.6228
H27 2.5093 -3.9117 1.2447
H28 3.5339 -5.0483 -1.4052
H29 4.3698 -3.9851 -0.2949
H30 3.0336 -3.0595 -2.5647
H31 3.2934 -2.0461 -1.1620

## Properties
Charge: +4
Kohn-Sham gap (alpha / beta): 0.4206 / 0.2135 Eh
Lowest unoccupied orbital energy (alpha / beta): -10.498 / -16.439 eV
Highest occupied orbital energy (alpha / beta): -21.94 / -22.25 eV
2S+1: 5

---

2.
DFT (the ωB97M-V functional and the def2-TZVPD basis) results for a molecular structure, C15H32As2N2O5V.

Geometry (Å):
O1 -0.1749 4.2933 0.2591
H1 0.7983 4.4615 0.2625
V1 0.4662 0.1163 -0.8912
N1 -0.6243 -0.3811 -2.5893
N2 1.5528 -1.3919 -1.8130
O2 -1.8909 0.0876 -3.0566
O3 2.8713 -1.8359 -1.5302
C1 -0.0764 -1.2441 -3.4296
C2 1.1493 -1.8100 -3.0016
C3 -0.7021 -1.5924 -4.7168
C4 1.9927 -2.6897 -3.8332
H2 -1.4682 -0.8755 -4.9972
H3 -1.1492 -2.6016 -4.6579
H4 0.0617 -1.6348 -5.5140
H5 2.7439 -3.2283 -3.2575
H6 2.5146 -2.1316 -4.6368
H7 1.3600 -3.4325 -4.3557
H8 -2.1045 0.8607 -2.4972
H9 3.1051 -1.4201 -0.6771
O4 -0.6352 -2.4596 0.0864
H10 -1.3200 -1.8618 -0.3004
H11 0.0707 -2.5189 -0.6019
C5 1.6564 1.6227 -1.5010
H12 1.4274 2.6863 -1.3509
H13 1.7115 1.3852 -2.6202
H14 2.6200 1.3241 -0.9952
O5 -2.3704 3.2311 -1.7960
H15 -2.1203 4.0881 -1.3536
H16 -1.6077 3.0910 -2.4379
C6 2.7639 0.5251 2.7784
As1 1.4577 -0.2824 1.5113
C7 2.2315 -2.0841 1.7628
C8 -0.1021 -0.3322 2.7573
C9 0.1119 -0.7326 4.0795
C10 -0.9529 -0.7500 4.9995
C11 -2.2181 -0.3484 4.5854
C12 -2.4242 0.0662 3.2540
C13 -1.3722 0.0710 2.3406
As2 -1.6630 0.7452 0.4576
C14 -3.5696 1.3539 0.6524
C15 -0.7098 2.3868 0.8499
H17 3.7357 0.5403 2.2792
H18 2.8382 -0.0650 3.6922
H19 2.4440 1.5433 3.0062
H20 2.2985 -2.3230 2.8264
H21 1.5842 -2.8077 1.2645
H22 3.2374 -2.0793 1.3385
H23 1.0956 -1.0298 4.4238
H24 -0.7869 -1.0787 6.0337
H25 -3.0539 -0.3462 5.2940
H26 -3.4113 0.3920 2.9611
H27 -3.6782 2.0063 1.5272
H28 -3.7788 1.9213 -0.2603
H29 -4.2397 0.4855 0.7233
H30 -1.3282 2.8364 1.6364
H31 0.3009 2.1606 1.1596
H32 -0.6685 3.0871 -0.1304

## Properties
Kohn-Sham gap (alpha / beta): 0.1923 / 0.1776 Eh
Lowest unoccupied orbital energy (alpha / beta): -0.522 / -0.911 eV
Highest occupied orbital energy (alpha / beta): -5.76 / -5.74 eV
2S+1: 4

---

3.
DFT (the ωB97M-V functional and the def2-TZVPD basis) results for 6 unconnected molecules or ions with the total composition C15H32BCl10O2.

Geometry (Å):
B1 2.6758 2.0017 3.2007
C1 1.6067 0.7496 3.1505
C2 0.4731 0.8696 2.0229
C3 -0.1453 2.3362 1.8473
O1 -1.6108 2.1538 1.6571
C4 -2.2654 2.2626 2.9136
C5 -2.9087 0.9909 3.6718
O2 -2.4232 3.3674 3.5006
H1 3.6971 1.5642 3.6705
H2 2.2318 2.8134 3.9712
H3 2.8681 2.5241 2.1371
H4 2.2266 -0.1998 2.8847
H5 1.0924 0.5270 4.1588
H6 0.8765 0.4967 1.0150
H7 -0.3935 0.1707 2.3341
H8 -0.0396 3.0105 2.7552
H9 0.3402 2.7902 0.9089
H10 -2.7925 1.0818 4.8122
H11 -2.4603 0.0232 3.2871
H12 -4.0383 1.0763 3.4804
Cl1 3.2175 -1.7324 -1.1456
C6 1.9098 -2.9115 -0.8733
C7 1.1511 -2.6398 0.4094
Cl2 2.1403 -2.9491 1.8569
H13 2.3492 -3.9109 -0.8770
H14 1.2315 -2.8341 -1.7277
H15 0.2833 -3.2998 0.4723
H16 0.7981 -1.6083 0.4562
Cl3 -4.6737 -1.7910 3.0736
C8 -5.1659 -1.2134 1.4620
C9 -4.1991 -1.6456 0.3775
Cl4 -2.6225 -0.8321 0.5190
H17 -5.2612 -0.1270 1.5065
H18 -6.1545 -1.6341 1.2647
H19 -4.6031 -1.3849 -0.6028
H20 -4.0278 -2.7231 0.4000
Cl5 2.3345 5.1580 5.0814
C10 1.0151 4.5284 6.0917
C11 -0.2778 5.2926 5.8910
Cl6 -0.1835 6.9569 6.5267
H21 1.3422 4.5578 7.1327
H22 0.8745 3.4818 5.8078
H23 -1.0886 4.7955 6.4266
H24 -0.5508 5.3481 4.8364
Cl7 0.0645 -4.2323 -3.0610
C12 -0.4406 -3.6782 -4.6766
C13 0.5232 -4.1177 -5.7593
Cl8 2.0961 -3.2919 -5.6333
H25 -0.5421 -2.5921 -4.6451
H26 -1.4276 -4.1069 -4.8635
H27 0.1140 -3.8718 -6.7414
H28 0.7021 -5.1934 -5.7249
Cl9 4.2179 -0.8639 -10.0607
C14 2.8874 -0.1862 -9.0891
C15 2.0919 -1.2620 -8.3783
Cl10 1.1550 -2.2668 -9.5134
H29 2.2562 0.4107 -9.7493
H30 3.3414 0.4830 -8.3552
H31 1.3742 -0.8022 -7.6966
H32 2.7373 -1.9204 -7.7982

## Properties
Charge: -1
Kohn-Sham gap: 0.2265 Eh
Lowest unoccupied orbital energy: 1.617 eV
Highest occupied orbital energy: -4.55 eV

---

4.
DFT (the ωB97M-V functional and the def2-TZVPD basis) results for 3 unconnected molecules or ions with the total composition C15H32F3NO3.

Geometry (Å):
O1 8.6182 -0.0588 0.7398
C1 8.4743 -0.1310 -0.5101
O2 8.7919 1.0025 -1.3038
N1 7.9310 -1.3576 -1.1297
C2 6.7189 -1.1001 -1.9616
O3 5.5655 -0.9855 -1.0875
C3 4.9509 0.3004 -1.1641
F1 4.0553 0.4493 -2.2684
F2 5.8478 1.3905 -1.1464
F3 4.1232 0.4295 0.0350
H1 8.6016 0.8288 -2.2561
H2 8.6482 -1.8952 -1.6344
H3 6.8317 -0.2560 -2.7238
H4 6.5568 -2.0643 -2.5823
C4 -2.4195 -2.6503 0.8993
C5 -1.0290 -2.7114 1.5165
C6 -0.2215 -1.4273 1.3194
C7 0.0792 -1.0593 -0.1359
C8 0.8335 -2.1223 -0.9363
C9 2.2176 -2.4263 -0.3797
H5 -2.3749 -2.5252 -0.1852
H6 -2.9633 -3.5765 1.1035
H7 -2.9964 -1.8221 1.3203
H8 -0.4851 -3.5718 1.1131
H9 -1.1341 -2.8934 2.5923
H10 0.7177 -1.5149 1.8760
H11 -0.7654 -0.5937 1.7812
H12 0.6615 -0.1311 -0.1427
H13 -0.8582 -0.8298 -0.6545
H14 0.9423 -1.7675 -1.9669
H15 0.2494 -3.0472 -0.9913
H16 2.8402 -1.5269 -0.3556
H17 2.7217 -3.1594 -1.0154
H18 2.1661 -2.8406 0.6294
C10 -2.3272 2.0444 0.0041
C11 -3.5906 1.2081 0.1524
C12 -4.8181 1.8421 -0.5042
C13 -5.2468 3.1928 0.0754
C14 -5.5604 3.1910 1.5725
C15 -6.7281 2.2868 1.9429
H19 -2.4246 3.0140 0.4981
H20 -1.4779 1.5258 0.4569
H21 -2.0943 2.2143 -1.0508
H22 -3.7807 1.0140 1.2132
H23 -3.4160 0.2299 -0.3108
H24 -5.6530 1.1359 -0.4419
H25 -4.6177 1.9735 -1.5746
H26 -6.1316 3.5369 -0.4718
H27 -4.4662 3.9364 -0.1182
H28 -5.8021 4.2150 1.8770
H29 -4.6756 2.9013 2.1492
H30 -7.6351 2.5851 1.4082
H31 -6.9329 2.3574 3.0145
H32 -6.5182 1.2401 1.7130

## Properties
Kohn-Sham gap: 0.3981 Eh
Lowest unoccupied orbital energy: 0.017 eV
Highest occupied orbital energy: -10.82 eV

---

5.
DFT (the ωB97M-V functional and the def2-TZVPD basis) results for a molecular structure, C15H32LaNO3P2.

Geometry (Å):
La1 -0.0580 -0.1843 0.3315
P1 -2.5654 0.5092 -0.4430
C1 -2.2374 0.9701 -2.1021
C2 -0.9064 1.3658 -2.5758
N1 0.2559 1.1053 -1.8415
C3 1.5032 1.4653 -2.2451
C4 1.6606 2.2010 -3.4281
C5 0.5182 2.5043 -4.1872
C6 -0.7301 2.0761 -3.7868
C7 2.7365 1.0975 -1.3751
P2 2.5719 -0.4498 -0.3007
H1 -1.6445 2.3043 -4.3447
H2 2.6524 2.5260 -3.7100
H3 0.6212 3.0993 -5.1141
H4 3.6525 0.8989 -1.9619
H5 2.9462 1.9008 -0.6372
H6 -2.2350 -1.2387 -3.8332
H7 -3.0808 1.0793 -2.8120
H8 -0.6923 -3.5548 -2.4691
O1 -2.0227 -2.1618 -4.0395
H9 -2.6245 -2.4146 -4.7773
H10 -0.3958 -2.1188 0.4204
O2 -0.2983 -3.9125 -1.6239
H11 0.5283 -3.4507 -1.4931
C8 2.9566 -1.8352 -1.3920
H12 3.9855 -1.7845 -1.7664
H13 2.7813 -2.7825 -0.8532
H14 2.2359 -1.8469 -2.2302
C9 3.7850 -0.3617 1.0335
H15 3.6956 -1.2492 1.6794
H16 4.8187 -0.2731 0.6853
H17 3.5470 0.4841 1.7011
C10 -3.1818 1.9330 0.5189
H18 -4.1673 2.2351 0.1387
H19 -3.2337 1.7381 1.6051
H20 -2.4790 2.7753 0.3991
C11 -3.5811 -0.9903 -0.1473
H21 -3.7180 -1.2041 0.9288
H22 -4.5638 -0.8790 -0.6253
H23 -3.0537 -1.8736 -0.5549
C12 -1.2846 0.7436 4.2088
C13 0.0069 0.0381 3.7991
C14 1.2832 0.7451 4.2399
C15 -0.0035 -1.4560 4.1569
O3 0.0539 0.1901 2.3941
H24 -1.4098 0.8022 5.2919
H25 -2.1444 0.2239 3.7583
H26 -1.2825 1.7498 3.7673
H27 1.3859 0.8128 5.3235
H28 2.1462 0.2251 3.7942
H29 1.2797 1.7449 3.7831
H30 -0.8819 -1.9599 3.7288
H31 0.8766 -1.9656 3.7406
H32 -0.0085 -1.5968 5.2426

## Properties
Charge: +2
Kohn-Sham gap (alpha / beta): 0.1732 / 0.2319 Eh
Lowest unoccupied orbital energy (alpha / beta): -9.925 / -8.481 eV
Highest occupied orbital energy (alpha / beta): -14.64 / -14.79 eV

---

6.
DFT (the ωB97M-V functional and the def2-TZVPD basis) results for 9 unconnected molecules or ions with the total composition C15H32N6O22S3.

Geometry (Å):
C1 -0.5549 1.5782 1.2216
N1 0.7411 1.1271 0.6401
O1 1.6898 1.6921 1.1120
O2 0.7552 0.3827 -0.3747
H1 -0.4562 1.1563 2.2218
H2 -1.3405 1.0047 0.7296
H3 -0.8727 2.6167 1.1289
C2 6.5346 4.0562 4.8204
N2 5.5460 3.8771 5.9000
O3 4.5568 4.5475 5.8514
O4 5.7576 3.0377 6.7718
H4 7.1361 4.8910 5.1800
H5 6.0689 4.0882 3.8354
H6 7.2979 3.2903 4.6831
C3 -1.2058 7.6938 -2.2411
N3 -0.2738 6.5515 -2.2783
O5 -0.8237 5.4483 -2.0437
O6 0.9410 6.7980 -2.5013
H7 -0.6874 8.5738 -1.8606
H8 -1.9553 7.4414 -1.4910
H9 -1.4871 7.7386 -3.2933
C4 -6.4578 4.4286 -1.7891
N4 -6.0953 3.4277 -0.7425
O7 -5.7401 2.3630 -1.2014
O8 -6.3915 3.7210 0.4172
H10 -5.6052 4.6675 -2.4249
H11 -6.9672 5.1902 -1.1987
H12 -7.2380 3.9652 -2.3929
C5 4.3546 -3.8988 -0.8007
N5 5.5208 -3.0144 -0.4051
O9 5.7382 -3.0179 0.8293
O10 6.1347 -2.3360 -1.2053
H13 4.8575 -4.8493 -0.9788
H14 3.7251 -3.5926 -1.6362
H15 3.6430 -4.0101 0.0174
O11 -3.2225 -7.9455 -3.1945
S1 -3.2351 -6.5034 -3.5310
O12 -4.4580 -5.9900 -4.2481
O13 -2.9331 -5.6080 -2.1599
C6 -1.6555 -5.1341 -2.1192
C7 -0.8845 -5.6214 -3.3970
O14 -1.8829 -6.0039 -4.3877
H16 -1.7098 -4.0486 -2.0359
H17 -1.1836 -5.3944 -1.1718
H18 -0.2446 -6.4970 -3.2869
H19 -0.3934 -4.8541 -3.9955
O15 -0.6480 -3.8366 5.9284
S2 -0.1772 -2.6838 5.2021
O16 -0.7514 -2.2762 3.9383
O17 -0.2458 -1.5086 6.3405
C8 0.9187 -1.6345 7.1787
C9 2.0801 -1.7044 6.1464
O18 1.4999 -2.5622 5.1089
H20 1.1206 -0.7013 7.7045
H21 0.9284 -2.4570 7.8939
H22 2.9074 -2.2721 6.5724
H23 2.5044 -0.7795 5.7559
O19 6.9041 3.7741 -8.2716
S3 6.3465 3.7395 -6.8966
O20 6.5828 4.9256 -6.0701
O21 4.7669 3.3571 -6.7106
C10 4.5244 2.3520 -5.7149
C11 5.8576 1.7482 -5.2417
O22 6.7727 2.2480 -6.2140
H24 3.6779 2.4910 -5.0425
H25 4.0628 1.6063 -6.3622
H26 5.9119 0.6604 -5.1988
H27 6.1997 2.1101 -4.2721
C12 -7.8282 -3.1008 2.8890
C13 -6.9477 -2.4635 2.0306
C14 -7.1324 -3.0734 0.7701
N6 -7.9089 -4.1478 0.8914
C15 -8.5056 -4.1353 2.1700
H28 -7.9137 -2.9234 3.9509
H29 -6.2886 -1.6358 2.2475
H30 -6.7469 -2.7261 -0.1771
H31 -8.2326 -4.5892 0.0426
H32 -9.2834 -4.8355 2.4371

## Properties
Kohn-Sham gap: 0.2694 Eh
Lowest unoccupied orbital energy: -0.439 eV
Highest occupied orbital energy: -7.77 eV

---

7.
DFT (the ωB97M-V functional and the def2-TZVPD basis) results for a molecular structure, C15H33BIO4P2Sn.

Geometry (Å):
C1 1.3505 -0.6843 -4.0231
C2 2.1071 0.1246 -3.0212
H1 1.0278 0.0372 -4.8083
H2 0.4400 -1.0564 -3.4542
H3 1.8659 -1.5407 -4.4916
O1 1.8064 1.3161 -2.8811
I1 1.7058 -1.3183 1.1491
Sn1 -1.4296 -2.1165 -1.5977
P1 3.1793 -1.2375 -1.8373
C3 3.4332 0.3319 -0.9468
C4 4.0374 -2.4420 -0.7363
H4 5.1118 -2.2097 -0.7896
H5 5.3798 -1.7940 -2.6770
H6 3.8776 -3.4788 -1.0650
H7 4.1461 -2.3147 -3.8270
H8 2.8737 0.2061 0.0050
H9 3.7617 -2.3481 0.3239
C5 4.4427 -1.4769 -3.1673
H10 4.4959 0.3932 -0.7627
H11 4.6172 -0.5685 -3.7527
H12 2.9908 1.2345 -1.4153
P2 -3.4573 -0.9066 -1.7791
C6 -3.6773 0.8328 -1.4058
C7 -4.2821 -1.4824 -3.2291
H13 -3.5563 -2.7435 -0.1199
H14 -5.0227 -1.7087 -0.1632
H15 -3.5212 -1.1518 0.6792
C8 -3.9269 -1.7013 -0.1857
H16 -3.9675 -2.4925 -3.4642
H17 -5.3553 -1.4622 -3.0531
H18 -4.7371 1.0377 -1.6340
H19 -2.9851 1.4489 -2.0045
H20 -4.0454 -0.8582 -4.0914
H21 -3.4927 0.9985 -0.3180
C9 -0.5220 0.0658 -0.6142
O2 -0.5984 1.0337 -1.3210
C10 0.6981 2.9580 3.2763
C11 0.3850 1.5308 2.8596
C12 1.2523 0.6896 3.7869
O3 0.7305 1.4090 1.4613
B1 -0.0600 0.3479 0.9777
O4 -1.2093 0.1289 1.7160
C13 -1.1242 1.0488 2.8429
C14 -1.5920 0.2526 4.0194
C15 -2.0199 2.2715 2.6326
H22 1.7825 3.1186 3.2158
H23 0.3640 3.1682 4.3076
H24 0.1904 3.6648 2.6204
H25 2.3144 0.8746 3.5895
H26 1.0529 1.0150 4.8157
H27 1.1067 -0.3924 3.7049
H28 -1.3680 0.8311 4.9332
H29 -2.6744 0.1212 3.9658
H30 -1.1533 -0.7464 4.0293
H31 -1.6297 2.8811 1.8104
H32 -3.0376 1.9475 2.3816
H33 -2.0824 2.9125 3.5332

## Properties
Charge: +3
Kohn-Sham gap (alpha / beta): 0.2272 / 0.2101 Eh
Lowest unoccupied orbital energy (alpha / beta): -12.178 / -12.449 eV
Highest occupied orbital energy (alpha / beta): -18.36 / -18.17 eV

---

8.
DFT (the ωB97M-V functional and the def2-TZVPD basis) results for a molecular structure, C15H33ClIO2P2Tm.

Geometry (Å):
C1 0.1699 -2.8564 -1.5753
C2 -1.3137 -2.6573 -1.8153
H1 0.6556 -2.9289 -2.5661
H2 0.4016 -3.7555 -0.9742
H3 0.5711 -1.9768 -1.0376
O1 -1.8147 -1.8528 -2.5817
I1 -2.9823 -0.7509 1.0285
Tm1 0.0125 -0.2058 2.0262
P1 -2.4210 -3.7899 -0.8213
C3 -4.0653 -3.1800 -1.1006
C4 -2.2222 -5.4182 -1.5195
H4 -0.8453 -4.0016 1.0126
H5 -2.4416 -4.8072 1.3487
H6 -2.2950 -3.0203 1.4311
C5 -1.9390 -3.9337 0.8993
H7 -1.2656 -5.8458 -1.1776
H8 -3.0509 -6.0669 -1.1820
H9 -4.7518 -4.0363 -1.1710
H10 -4.0232 -2.6068 -2.0378
H11 -2.2406 -5.3248 -2.6167
H12 -4.3898 -2.5087 -0.2783
C6 -0.7335 0.4107 -0.2622
O2 -1.2672 0.5131 -1.3300
Cl1 1.5472 -2.1280 1.9625
C7 -1.4554 3.2429 0.9415
C8 -0.1678 3.2556 0.1008
C9 0.6958 4.4585 0.4675
P2 0.7111 1.6525 0.1874
C10 1.7705 1.3071 -1.2524
C11 2.3553 2.5683 -1.9090
C12 2.8241 0.2216 -0.9939
C13 1.6399 1.4800 1.7504
C14 2.9558 2.3034 1.6804
C15 0.8538 1.8067 3.1010
H13 -1.2458 3.2335 2.0221
H14 -2.1355 2.4126 0.7062
H15 -2.0015 4.1767 0.7366
H16 -0.4442 3.3228 -0.9675
H17 0.9265 4.4930 1.5378
H18 1.6174 4.5018 -0.1182
H19 0.1241 5.3626 0.2239
H20 1.0188 0.8957 -1.9497
H21 3.0622 3.0964 -1.2555
H22 2.8960 2.2445 -2.8064
H23 1.5740 3.2683 -2.2317
H24 2.5792 -0.5111 -0.2136
H25 2.9342 -0.3519 -1.9251
H26 3.7982 0.6624 -0.7590
H27 2.0219 0.4100 1.8135
H28 2.7341 3.3746 1.6020
H29 3.4868 2.1153 2.6221
H30 3.5743 1.9739 0.8411
H31 -0.1699 1.3427 3.3737
H32 1.5362 1.5245 3.9087
H33 0.6346 2.8838 3.1035

## Properties
Charge: +2
Kohn-Sham gap (alpha / beta): 0.2260 / 0.2279 Eh
Lowest unoccupied orbital energy (alpha / beta): -7.199 / -7.190 eV
Highest occupied orbital energy (alpha / beta): -13.35 / -13.39 eV
2S+1: 3

---

| no. | largest force on an atom (eV/A) |
| --- | --- |
| 1 | 0.59 |
| 2 | 4.42 |
| 3 | 4.28 |
| 4 | 5.61 |
| 5 | 2.92 |
| 6 | 4.97 |
| 7 | 6.10 |
| 8 | 5.68 |